1.
The following is a quantum chemistry calculation of a structure of composition C39H28Cl6N8O4S3SeSr, from the OMol25 dataset.

Each line ends with the Löwdin charge.
CARTESIAN COORDINATES (ANGSTROEM)
Sr  -0.51874  -0.00834  0.56456  1.26
C  0.42295  -2.34423  -2.80153  -0.10
C  -1.00967  -2.43431  -2.40418  -0.63
N  -1.62014  -1.62456  -1.59647  0.04
C  -2.95502  -1.94048  -1.47379  -0.34
C  -3.34937  -3.03427  -2.17686  -0.35
S  -2.02945  -3.67554  -3.04624  1.07
C  -3.84031  -1.05469  -0.71025  -0.35
C  -5.16792  -1.25458  -0.50616  -0.36
S  -5.84353  0.08507  0.30453  1.07
C  -4.29157  0.84571  0.33930  -0.62
N  -3.34812  0.13668  -0.20919  0.06
C  -4.13688  2.20927  0.91947  -0.07
H  0.82406  -1.36682  -2.53891  0.01
H  0.53314  -2.48305  -3.87694  0.08
H  1.01389  -3.11018  -2.29847  0.07
H  -4.33449  -3.46154  -2.25718  0.07
H  -5.76874  -2.10088  -0.79292  0.08
H  -4.97495  2.84202  0.62654  0.08
H  -3.20157  2.64407  0.57726  0.06
H  -4.10121  2.16359  2.00842  0.08
N  -0.73887  -4.09310  2.90769  0.18
C  -2.05086  -3.84994  3.26403  -0.18
C  -2.88782  -4.43643  4.20538  -0.02
C  -4.16140  -3.91266  4.30980  -0.09
C  -4.57986  -2.83912  3.50807  -0.08
C  -3.74038  -2.26632  2.57489  -0.05
C  -2.45624  -2.78960  2.44777  -0.23
N  -1.41125  -2.41071  1.61208  0.12
C  -0.41511  -3.20558  1.92785  -0.26
C  0.92410  -3.13960  1.34286  -0.32
C  2.02534  -3.82838  1.75115  -0.33
S  3.37850  -3.35714  0.83353  1.08
C  2.40160  -2.25060  -0.02690  -0.47
N  1.14992  -2.25097  0.31814  -0.01
H  -0.12518  -4.77561  3.31426  0.16
H  -2.56137  -5.25526  4.83273  0.11
H  -4.84745  -4.33220  5.03329  0.10
H  -5.57915  -2.44450  3.63584  0.10
H  -4.05340  -1.42278  1.97807  0.07
H  2.12106  -4.55401  2.54146  0.08
H  2.80974  -1.59680  -0.79014  0.03
N  -0.57986  1.23770  -1.89194  0.17
C  -0.93126  2.06822  -2.60050  -0.16
C  -1.35744  3.12595  -3.47341  -0.23
C  -1.94363  4.26866  -2.93340  -0.03
C  -2.31547  5.29952  -3.77992  -0.06
C  -2.10174  5.19239  -5.14800  -0.07
C  -1.51927  4.04960  -5.68074  -0.07
C  -1.14800  3.00853  -4.84652  -0.04
H  -2.07735  4.34620  -1.86367  0.09
H  -2.76654  6.19206  -3.36791  0.11
H  -2.39109  6.00304  -5.80365  0.11
H  -1.35627  3.96875  -6.74692  0.11
H  -0.69873  2.10935  -5.24856  0.12
C  4.55806  1.99054  -0.44702  -0.02
N  3.57649  2.53340  -1.36314  -0.06
C  3.04385  1.89491  -2.42723  -0.77
Se  3.32847  0.18060  -3.00616  0.61
N  2.24466  2.79237  -3.05836  0.11
C  2.24519  4.00710  -2.39317  -0.20
C  1.59784  5.20797  -2.62829  -0.03
C  1.83211  6.23290  -1.72310  -0.10
C  2.68083  6.05928  -0.62732  -0.09
C  3.33182  4.85652  -0.39934  0.00
C  3.09796  3.83678  -1.30582  -0.17
H  4.65650  0.92764  -0.64396  0.05
H  4.22703  2.13754  0.57710  0.07
H  5.51673  2.48780  -0.60236  0.10
H  1.75048  2.55502  -3.90007  0.13
H  0.93739  5.33969  -3.47591  0.11
H  1.33762  7.18470  -1.86385  0.10
H  2.82062  6.87535  0.06813  0.11
H  3.97192  4.71141  0.45984  0.12
O  2.48850  1.86682  2.71507  -0.29
Cl  2.25142  0.64542  2.02156  0.65
O  1.12513  -0.08370  2.60381  -0.44
O  3.42378  -0.18126  2.02899  -0.32
O  1.87167  0.93320  0.62758  -0.49
Cl  -2.23423  0.44379  3.71714  0.68
C  -1.65919  2.06222  3.33596  -0.72
C  -1.15046  2.25604  2.06605  -0.28
C  -0.77132  3.55934  1.80278  -0.70
Cl  -0.15701  3.91826  0.19898  0.72
C  -0.86163  4.60676  2.71530  -0.70
Cl  -0.36361  6.21143  2.29951  0.65
C  -1.37042  4.34703  3.98580  -0.71
Cl  -1.50021  5.61272  5.14951  0.66
C  -1.78156  3.05346  4.30304  -0.71
Cl  -2.43676  2.71582  5.86785  0.66

Results
energy above the lowest of the compared OMol25 structures with the same formula, charge and spin	20.25	kJ/mol
E_HOMO	-7.435	eV
Kohn-Sham gap	7.4	eV

***

2.
The following is a quantum chemistry calculation of a structure of composition C39H29CrN5O4P, from the OMol25 dataset.

Each line ends with the Löwdin charge.
CARTESIAN COORDINATES (ANGSTROEM)
Cr  0.85265  -1.49646  1.09520  0.81
O  -2.44941  -2.51006  -1.01497  0.04
C  -1.36661  -2.37583  -0.45892  -0.46
N  -1.05847  -1.85698  0.73731  -0.01
C  -1.84909  -2.02461  1.89299  -0.21
C  -3.23002  -2.02930  1.94631  -0.03
C  -3.86818  -2.28004  3.16260  -0.13
C  -3.11465  -2.51810  4.29955  -0.12
C  -1.71907  -2.52718  4.25464  -0.02
C  -1.06520  -2.29382  3.04571  -0.21
N  0.31577  -2.28597  2.80932  -0.02
C  1.28411  -2.32400  3.80156  -0.48
O  1.06802  -2.59985  4.99102  -0.01
C  2.59857  -1.96276  3.29706  -0.21
C  3.72623  -1.87846  4.12466  -0.05
C  4.92571  -1.45051  3.62830  -0.12
C  5.00766  -1.07442  2.23824  -0.12
C  3.88831  -1.17277  1.46634  -0.17
N  2.69758  -1.62288  1.93456  -0.05
C  -0.11410  -2.99414  -1.09886  -0.16
C  -0.14132  -3.60167  -2.33243  0.01
C  0.98673  -4.29897  -2.75338  -0.05
C  2.09325  -4.35880  -1.92952  -0.05
C  2.05806  -3.68349  -0.71707  -0.09
N  0.97539  -3.03267  -0.31411  0.04
H  -3.79010  -1.83797  1.04113  0.10
H  -4.95053  -2.28725  3.21031  0.08
H  -3.61056  -2.70620  5.24512  0.09
H  -1.12877  -2.73306  5.13307  0.09
H  3.60144  -2.16281  5.16209  0.11
H  5.79904  -1.39444  4.26607  0.08
H  5.93159  -0.72250  1.79984  0.08
H  3.90447  -0.92035  0.41161  0.10
H  -1.04777  -3.53332  -2.91781  0.12
H  0.99577  -4.79233  -3.71753  0.11
H  2.98983  -4.88766  -2.22026  0.11
H  2.91269  -3.64149  -0.05408  0.12
O  2.75111  -1.25573  -1.92090  0.03
C  1.80233  -0.51402  -1.68007  -0.59
O  1.28444  -0.28177  -0.53419  -0.19
C  1.13354  0.20860  -2.84713  -0.12
C  1.72220  0.02088  -4.09582  -0.02
C  1.21966  0.63013  -5.23356  -0.08
C  0.10961  1.45618  -5.12321  -0.09
C  -0.48004  1.64661  -3.88408  -0.10
C  0.00402  1.02500  -2.73178  -0.26
P  -0.79088  1.36367  -1.08378  1.16
C  -2.47997  1.92843  -1.54303  -0.39
C  -3.11467  2.87898  -0.73753  -0.12
C  -4.46074  3.17008  -0.89453  -0.10
C  -5.21099  2.50324  -1.85476  -0.11
C  -4.60230  1.53826  -2.64275  -0.09
C  -3.25247  1.25159  -2.48527  -0.10
C  0.10342  2.96981  -0.79894  -0.34
C  -0.31628  4.20955  -1.28484  -0.10
C  0.43518  5.35460  -1.06173  -0.09
C  1.63290  5.28089  -0.36000  -0.10
C  2.07169  4.05126  0.10714  -0.09
C  1.31056  2.90764  -0.10742  -0.10
H  2.58940  -0.62332  -4.13821  0.11
H  1.69140  0.46776  -6.19493  0.10
H  -0.29376  1.95807  -5.99487  0.10
H  -1.33910  2.30246  -3.81372  0.09
H  -2.54586  3.39502  0.02757  0.10
H  -4.92818  3.91316  -0.26020  0.10
H  -6.26409  2.72363  -1.97592  0.09
H  -5.18134  0.99384  -3.37820  0.10
H  -2.80244  0.47412  -3.09098  0.11
H  -1.24293  4.28816  -1.84115  0.10
H  0.08757  6.30652  -1.44484  0.10
H  2.22394  6.17287  -0.19217  0.09
H  3.01451  3.97230  0.63531  0.10
H  1.67510  1.94558  0.23095  0.08
C  -0.45235  2.26049  3.38231  -0.01
C  0.06790  1.12737  2.63371  -0.12
N  0.47485  0.23767  2.04720  0.18
H  -0.12157  2.19223  4.41669  0.09
H  -1.54004  2.23519  3.34914  0.09
H  -0.09427  3.18610  2.93485  0.08

Results
energy above the lowest of the compared OMol25 structures with the same formula, charge and spin	15.07	kJ/mol
E_HOMO (alpha / beta)	-1.941 / -4.428	eV
spin multiplicity	5
Kohn-Sham gap (alpha / beta)	4.3 / 6.8	eV
total charge	-1
<S²>	6.039

***

3.
The following is a quantum chemistry calculation of a structure of composition C39H30AlBrF15GeN2P2S, from the OMol25 dataset.

Each line ends with the Löwdin charge.
CARTESIAN COORDINATES (ANGSTROEM)
Al  -0.08882  -0.22591  0.09382  -0.20
C  2.19831  -0.66779  3.05995  -0.26
P  2.03455  0.36911  1.56892  0.80
C  3.75049  0.34819  0.92819  -0.27
C  1.93092  2.05603  2.30612  -0.38
C  0.54401  2.33598  2.89547  -0.38
P  -0.76938  2.06108  1.63095  0.82
C  -0.84958  3.72670  0.85446  -0.24
C  -2.27865  2.12046  2.65861  -0.26
H  3.10622  -0.38856  3.59635  0.06
H  2.23827  -1.71852  2.77704  0.05
H  1.32760  -0.52058  3.69141  0.01
H  4.43165  0.71485  1.69539  0.06
H  3.84959  0.96366  0.03350  0.03
H  4.02101  -0.67764  0.67548  0.04
H  2.16038  2.78654  1.52452  0.08
H  2.70835  2.14199  3.06836  0.10
H  0.48032  3.36491  3.25410  0.09
H  0.33348  1.67224  3.73629  0.08
H  -1.00189  4.48716  1.61978  0.05
H  -1.66944  3.76562  0.13612  0.05
H  0.07888  3.93411  0.32088  0.03
H  -2.30411  3.05211  3.22572  0.05
H  -2.29507  1.27573  3.33862  0.02
H  -3.15960  2.05774  2.01865  0.05
Br  1.90813  -0.86920  -1.52341  1.01
C  0.79418  -1.84578  -2.73847  -0.50
C  1.32921  -2.29331  -3.90698  -0.10
C  0.52452  -3.07275  -4.75931  -0.06
C  -0.75115  -3.39102  -4.39072  -0.02
C  -1.29965  -2.93200  -3.16955  -0.15
C  -2.60705  -3.29211  -2.76793  -0.01
C  -3.11252  -2.83604  -1.58567  -0.05
C  -2.34251  -1.97950  -0.77228  -0.15
C  -1.05775  -1.58727  -1.09028  -0.22
C  -0.52607  -2.10168  -2.30925  -0.21
H  2.35455  -2.07097  -4.16936  0.11
H  0.93782  -3.42577  -5.69388  0.11
H  -1.36635  -4.01176  -5.03051  0.12
H  -3.19202  -3.93983  -3.40934  0.12
H  -4.10751  -3.12434  -1.26827  0.10
H  -2.78656  -1.61636  0.15146  0.05
F  -3.28769  -5.17909  0.83167  0.11
C  -4.11313  -4.18249  1.16683  -0.24
C  -3.65192  -3.13102  1.94186  -0.14
C  -4.54832  -2.10745  2.20631  -0.25
F  -4.13429  -1.04499  2.90945  0.08
C  -5.85464  -2.12632  1.75921  -0.13
F  -6.68296  -1.12232  2.03275  0.14
C  -6.28976  -3.20362  1.00270  -0.13
F  -7.53299  -3.23703  0.55408  0.15
C  -5.41531  -4.23396  0.69893  -0.16
F  -5.82546  -5.25256  -0.05055  0.14
Ge  -1.79119  -2.97093  2.61990  0.81
S  -0.98009  -1.02470  2.07685  0.44
C  -0.80408  -4.60761  2.13335  -0.13
C  -1.20120  -5.78841  2.73714  -0.23
F  -2.26101  -5.76801  3.55969  0.11
C  -0.56157  -6.98795  2.49341  -0.13
F  -0.96401  -8.10995  3.07917  0.14
C  0.51392  -7.00724  1.61640  -0.12
F  1.13984  -8.14550  1.36728  0.15
C  0.93110  -5.83977  0.99781  -0.13
F  1.96423  -5.86427  0.15831  0.13
C  0.26590  -4.65631  1.26303  -0.21
F  0.68350  -3.53151  0.66283  0.07
C  -1.73605  -2.94934  4.60931  -0.13
C  -0.47346  -2.93755  5.18036  -0.23
F  0.59903  -3.02262  4.37125  0.07
C  -0.26524  -2.82432  6.54043  -0.14
F  0.96692  -2.77198  7.04061  0.13
C  -1.36524  -2.74644  7.38012  -0.13
F  -1.19186  -2.62629  8.68621  0.15
C  -2.64376  -2.79340  6.84953  -0.13
F  -3.69813  -2.73681  7.65561  0.14
C  -2.81285  -2.89386  5.47801  -0.21
F  -4.06127  -2.97287  5.01072  0.11
C  -3.30124  2.20570  -3.44747  0.00
C  -2.00265  2.08721  -2.73178  -0.26
C  -0.82913  2.80920  -2.83663  0.04
C  0.06342  2.23829  -1.92168  -0.33
N  -0.53191  1.22856  -1.28441  -0.03
N  -1.78548  1.15737  -1.78930  0.10
C  1.47059  2.62977  -1.62763  -0.03
H  -3.32538  3.11829  -4.03616  0.09
H  -4.13089  2.22120  -2.74028  0.09
H  -3.44694  1.35925  -4.12030  0.09
H  -0.63202  3.63295  -3.50132  0.13
H  -2.38620  0.39850  -1.49688  0.15
H  1.57338  3.71361  -1.62426  0.10
H  2.14112  2.23187  -2.39096  0.09
H  1.77965  2.22542  -0.66357  0.03

Results
energy above the lowest of the compared OMol25 structures with the same formula, charge and spin	0.00	kJ/mol
E_HOMO	-10.836	eV
Kohn-Sham gap	8.6	eV
total charge	+1

***

4.
The following is a quantum chemistry calculation of a structure of composition C39H30AsF12NO3Ti, from the OMol25 dataset.

Each line ends with the Löwdin charge.
CARTESIAN COORDINATES (ANGSTROEM)
Ti  -0.44652  0.58902  0.78679  1.14
C  -5.64205  1.56324  -3.97030  -0.05
C  -4.62057  1.05426  -2.99226  -0.26
C  -4.75744  -0.17448  -2.36371  -0.03
C  -3.82424  -0.60837  -1.44543  0.00
C  -2.69463  0.15016  -1.11117  -0.16
N  -1.77786  -0.34891  -0.17475  -0.05
C  -1.92992  -1.63014  0.41844  -0.23
C  -1.89718  -2.74286  -0.42847  -0.02
C  -2.05859  -4.02636  0.04488  -0.02
C  -2.24872  -4.25313  1.40468  -0.25
C  -2.43644  -5.63969  1.95352  -0.04
C  -2.22771  -3.15783  2.25264  0.03
C  -2.04474  -1.84776  1.80415  -0.05
C  -1.94385  -0.72095  2.85182  -0.30
O  -1.48628  0.47464  2.33096  -0.17
C  -3.34445  -0.42962  3.44216  -0.55
F  -3.30676  0.56616  4.32990  0.18
F  -3.88235  -1.49830  4.05314  0.16
F  -4.16782  -0.07235  2.44909  0.18
C  -0.91570  -1.08614  3.96048  -0.55
F  0.23662  -1.46100  3.37660  0.16
F  -0.64821  -0.02841  4.72810  0.18
F  -1.29878  -2.07842  4.77619  0.16
C  -2.56243  1.41808  -1.71563  -0.05
C  -3.52461  1.82473  -2.63984  0.02
C  -1.46933  2.42635  -1.34354  -0.27
O  -0.60952  1.98138  -0.35816  -0.16
C  -2.11229  3.72351  -0.76865  -0.55
F  -1.20852  4.47699  -0.13936  0.17
F  -3.05655  3.39936  0.12311  0.18
F  -2.68013  4.48424  -1.71759  0.16
C  -0.56148  2.75449  -2.56143  -0.54
F  0.15638  1.66440  -2.86794  0.17
F  -1.22834  3.11085  -3.66458  0.17
F  0.28890  3.74373  -2.28097  0.18
H  -6.11796  0.74259  -4.50687  0.08
H  -5.18786  2.22905  -4.70377  0.08
H  -6.42856  2.12284  -3.45930  0.08
H  -5.61216  -0.80449  -2.58082  0.12
H  -3.98241  -1.55716  -0.95552  0.11
H  -1.76678  -2.56358  -1.48861  0.12
H  -2.04222  -4.86063  -0.64602  0.12
H  -2.61414  -6.35797  1.15449  0.08
H  -3.28190  -5.67874  2.64069  0.08
H  -1.55166  -5.96358  2.50446  0.09
H  -2.35693  -3.33527  3.31035  0.12
H  -3.43175  2.79825  -3.09737  0.12
C  1.58264  2.42791  2.33956  -0.04
H  1.59668  2.65974  3.40678  0.09
H  1.04173  3.21217  1.80687  0.09
H  1.03751  1.46805  2.26833  0.03
O  1.01387  -0.48846  0.55407  -0.52
As  2.61964  0.09402  -0.04864  1.31
C  2.94301  1.82051  0.30792  -0.37
C  2.99959  2.23913  1.76335  -0.38
C  3.77077  3.53112  1.87730  -0.08
C  3.76140  4.42230  0.87653  -0.11
C  3.16140  4.11991  -0.40664  -0.12
C  2.82068  2.84092  -0.68702  -0.16
C  2.48446  -0.33937  -1.90056  -0.30
C  3.42167  0.15979  -2.79852  -0.09
C  3.28739  -0.12291  -4.14963  -0.07
C  2.22879  -0.90231  -4.59516  -0.07
C  1.30134  -1.40447  -3.69323  -0.07
C  1.42503  -1.12413  -2.34138  -0.09
C  3.68251  -1.13246  0.97507  -0.29
C  5.00626  -0.79582  1.23527  -0.10
C  5.80538  -1.66486  1.96302  -0.08
C  5.28222  -2.86671  2.41861  -0.08
C  3.96023  -3.19919  2.15516  -0.07
C  3.15338  -2.33230  1.43439  -0.08
H  3.49296  1.46620  2.36638  0.12
H  4.26706  3.75365  2.81484  0.10
H  4.25481  5.37851  1.00704  0.10
H  3.07955  4.89023  -1.16054  0.09
H  2.48157  2.57963  -1.68294  0.08
H  4.24040  0.77782  -2.45045  0.11
H  4.00692  0.27266  -4.85389  0.11
H  2.12412  -1.11594  -5.65079  0.11
H  0.47294  -2.00621  -4.04390  0.11
H  0.69127  -1.48836  -1.63236  0.09
H  5.40079  0.15058  0.88119  0.11
H  6.83285  -1.40155  2.17565  0.11
H  5.90568  -3.54483  2.98648  0.10
H  3.55303  -4.13326  2.51912  0.11
H  2.11489  -2.57390  1.24816  0.10

Results
energy above the lowest of the compared OMol25 structures with the same formula, charge and spin	94.70	kJ/mol
E_HOMO	-6.509	eV
Kohn-Sham gap	6.2	eV